This record from the Open Molecules 2025 dataset describes a molecular structure, C42H39CaF6N2O4P3S3Se2 in a non-equilibrium geometry. The level of theory is wB97M-V/def2-TZVPD.

Output
LUMO level	0.2611	eV
Kohn-Sham gap	7.620	eV
maximum force	5.19	eV/A
energy above the lowest of the compared OMol25 structures with the same formula, charge and spin	2.8049	eV
2S+1	1
E_HOMO	-0.2704	Eh

Positions of all 102 atoms, in Å:
Ca  0.9465  -0.4412  0.5180
F  4.1457  -4.2235  0.6990
C  4.3162  -3.0333  1.2084
F  5.2990  -2.4100  0.5640
F  4.6374  -3.1658  2.4941
S  2.8608  -1.8634  1.1608
O  2.7117  -1.3286  -0.1776
O  1.6660  -2.4300  1.7162
N  3.4920  -0.7644  2.1055
S  2.5251  0.1308  2.9342
O  2.7141  0.1408  4.3394
O  1.1557  0.1132  2.4440
C  3.0405  1.8067  2.3238
F  3.0419  1.7524  0.9721
F  4.2263  2.1987  2.7422
F  2.1294  2.7055  2.6869
Se  1.2301  -4.6241  -0.9941
P  0.5530  -3.0648  -2.2487
Se  -0.5667  -1.3038  -1.4566
C  -0.6441  -3.6866  -3.4855
C  -0.8754  -2.9417  -4.6396
C  -1.7615  -3.4104  -5.5943
C  -2.4331  -4.6100  -5.3941
C  -2.2214  -5.3368  -4.2326
C  -1.3234  -4.8780  -3.2787
C  1.9075  -2.4775  -3.3312
C  2.2616  -1.1432  -3.4565
C  3.2516  -0.7757  -4.3593
C  3.8832  -1.7351  -5.1341
C  3.5469  -3.0749  -4.9886
C  2.5654  -3.4464  -4.0864
H  -0.3653  -1.9956  -4.7770
H  -1.9367  -2.8387  -6.4971
H  -3.1298  -4.9687  -6.1411
H  -2.7595  -6.2616  -4.0680
H  -1.1379  -5.4390  -2.3708
H  1.7570  -0.3950  -2.8582
H  3.5244  0.2671  -4.4572
H  4.6439  -1.4423  -5.8468
H  4.0518  -3.8280  -5.5800
H  2.3047  -4.4897  -3.9544
C  -6.9286  1.8635  1.6595
S  -6.7047  3.4139  0.7419
C  -5.2947  4.1399  1.6495
C  -3.9717  4.0029  0.9063
C  -3.5644  2.5412  0.7310
N  -2.2173  2.3919  0.1320
P  -0.9893  1.8181  1.2137
C  -1.0359  3.2952  2.3126
C  -0.2071  4.3646  1.9761
C  -0.2860  5.5702  2.6540
C  -1.1985  5.7248  3.6870
C  -2.0120  4.6611  4.0466
C  -1.9314  3.4546  3.3677
C  -1.7645  0.5106  2.2398
C  -2.4684  -0.5095  1.5952
C  -2.8429  -1.6528  2.2855
C  -2.5199  -1.7883  3.6272
C  -1.8216  -0.7800  4.2771
C  -1.4349  0.3580  3.5881
P  -2.2829  1.6926  -1.4868
C  -3.4659  2.8607  -2.2798
C  -3.1897  4.2139  -2.4649
C  -4.1535  5.0520  -3.0005
C  -5.3984  4.5469  -3.3568
C  -5.6704  3.1972  -3.2013
C  -4.7022  2.3561  -2.6708
C  -0.7905  2.3583  -2.3307
C  -0.7425  2.0710  -3.6970
C  0.3273  2.4815  -4.4714
C  1.3933  3.1537  -3.8870
C  1.3647  3.4349  -2.5311
C  0.2705  3.0540  -1.7621
H  -7.7370  1.3285  1.1660
H  -7.2103  2.0802  2.6879
H  -6.0202  1.2646  1.6266
H  -5.2572  3.6553  2.6273
H  -5.5355  5.1923  1.7940
H  -3.1960  4.5364  1.4599
H  -4.0588  4.4714  -0.0721
H  -4.3009  2.0544  0.0848
H  -3.5946  2.0405  1.7022
H  0.5114  4.2561  1.1735
H  0.3639  6.3892  2.3743
H  -1.2746  6.6717  4.2053
H  -2.7197  4.7733  4.8583
H  -2.5811  2.6413  3.6626
H  -2.7280  -0.4053  0.5472
H  -3.3776  -2.4402  1.7707
H  -2.8023  -2.6829  4.1665
H  -1.5662  -0.8868  5.3235
H  -0.8463  1.1134  4.0920
H  -2.2195  4.6027  -2.1775
H  -3.9373  6.1045  -3.1356
H  -6.1550  5.2085  -3.7586
H  -6.6355  2.7999  -3.4875
H  -4.8977  1.2964  -2.5505
H  -1.5618  1.5182  -4.1450
H  0.3431  2.2606  -5.5311
H  2.2390  3.4633  -4.4880
H  2.1862  3.9703  -2.0705
H  0.2262  3.3411  -0.7251

Atom charges from the Löwdin analysis, given in e for atoms 1 to 5: Ca 1.02; F 0.17; C -0.67; F 0.16; F 0.15